A structure of composition C29H23BClF4N7O4Ta in a non-equilibrium geometry, computed with ωB97M-V/def2-TZVPD.

Computed properties:
- relative energy (zero: lowest compared OMol25 entry of this formula, charge and spin) (eV) = 0.8728
- net charge = +3
- frontier orbital gap (eV) = 6.38
- E (eV) = -74672.949
- HOMO energy (eV) = -16.6601

Last column: Löwdin charge in e.
Cartesian coordinates (Å):
Ta -0.0664 0.9261 -0.9396  2.077
Cl -4.6698 1.7200 -0.1074  0.698
F 1.3678 1.5962 -1.9280  -0.329
F -0.3924 4.2120 -4.9191  0.345
F -0.3898 3.3640 -2.8025  0.208
F 0.0724 1.9906 -4.5456  0.283
O -1.6523 2.2607 -0.5390  -0.142
O 2.7315 -6.3394 0.5779  0.156
O -1.8346 0.9626 -2.2131  -0.059
O 4.6788 -5.3832 1.0379  0.182
N 0.8790 2.6380 0.2015  -0.054
N 1.6492 0.0920 0.2526  -0.021
N -2.1571 -1.0970 0.3715  0.121
N -0.8641 0.6160 1.2559  0.022
N -1.3394 1.3313 3.4366  0.177
N 0.5982 -0.7162 -2.3929  -0.006
N -1.2126 -0.9538 -0.6220  -0.125
C -1.2530 -1.8541 -1.5360  0.010
C 2.1170 2.3686 0.7021  -0.247
C 2.0535 -1.2980 0.2966  -0.270
C 3.5344 -5.2755 0.7263  -0.479
C -4.2828 -0.3400 4.8585  -0.001
C -3.8404 2.2035 -1.6000  -0.427
C -4.6208 -1.1814 3.7927  -0.010
C -0.2503 -1.7642 -2.5729  -0.232
C 3.3008 -1.6426 -0.2164  -0.008
C -2.4139 1.8065 -1.4581  -0.622
C -1.9316 -0.2849 1.3489  -0.288
C 0.9544 -2.5760 -4.4559  0.033
C 1.8542 -1.5504 -4.2547  0.025
C 1.6779 -3.5527 0.9925  0.014
C -3.1956 0.5089 4.7738  0.027
C -3.8723 -1.1832 2.6354  0.017
C 1.2305 -2.2413 0.8925  -0.017
C 1.3162 4.9579 0.5576  0.033
C 0.4982 3.9151 0.1288  -0.060
C -2.7683 -0.3288 2.5300  -0.096
C -0.6368 1.3671 2.3283  -0.083
C 2.4537 0.9496 0.7591  -0.010
C 2.9733 3.3485 1.1547  0.056
C 3.7381 -2.9501 -0.1031  0.033
C 1.6410 -0.6348 -3.2310  -0.069
C 2.9308 -3.9078 0.5043  -0.102
C -2.4542 0.5000 3.6013  -0.156
C -0.1240 -2.6926 -3.5808  0.055
C 2.5658 4.6810 1.0722  0.034
B -0.2588 3.1943 -4.1321  -0.818
H -4.8769 -0.3547 5.7620  0.133
H 0.9541 5.9734 0.4776  0.139
H 2.7207 -1.4327 -4.8900  0.138
H -3.9127 3.2855 -1.7122  0.115
H -4.2848 1.6971 -2.4522  0.109
H 1.0871 -3.2823 -5.2645  0.142
H 1.8636 -6.0957 0.2325  0.115
H 3.3680 0.6291 1.2537  0.169
H 3.2185 5.4763 1.4072  0.143
H 0.2851 -1.9606 1.3400  0.101
H 1.0627 -4.2854 1.5005  0.135
H 0.1831 2.0624 2.3297  0.137
H 4.7207 -3.2344 -0.4559  0.143
H -5.4756 -1.8371 3.8815  0.130
H -1.9902 -2.6478 -1.4831  0.167
H 2.3271 0.1829 -3.0924  0.122
H -1.0672 1.9378 4.2005  0.187
H 3.9250 -0.9026 -0.7031  0.128
H -0.4856 4.1139 -0.2663  0.122
H -0.8419 -3.4962 -3.6727  0.143
H -2.9306 1.1596 5.5973  0.134
H -4.1252 -1.8317 1.8091  0.126
H 3.9393 3.0803 1.5617  0.145

An isolated molecule of C2H4OSSi in a non-equilibrium geometry, computed with ωB97M-V/def2-TZVPD.

Computed properties:
- relative energy (zero: lowest compared OMol25 entry of this formula, charge and spin) (eV) = 3.8654
- frontier orbital gap (alpha / beta) (eV) = 5.97 / 6.00
- E (eV) = -22894.910
- HOMO energy (alpha / beta) (eV) = -9.4598 / -9.6024

Last column: Löwdin charge in e.
Cartesian coordinates (Å):
S 1.2945 2.7308 -0.1968  0.969
Si 0.8935 -0.5164 -0.9758  0.333
O 1.9975 0.4132 -1.5460  -0.414
C 0.1822 1.7751 0.5142  -0.715
C -0.1432 0.5008 0.2565  -0.207
H -0.1484 2.3011 1.3324  0.029
H -0.0558 -1.0994 -1.9921  -0.041
H 1.6657 -1.7835 -0.3508  -0.009
H -0.7371 0.1397 1.0725  0.056

An isolated molecule of C2H3FNP in a non-equilibrium geometry, computed with ωB97M-V/def2-TZVPD.

Computed properties:
- relative energy (zero: lowest compared OMol25 entry of this formula, charge and spin) (eV) = 0.6870
- SMILES = [H]/N=C1/CP1F
- frontier orbital gap (eV) = 8.74
- E (eV) = -15616.825
- HOMO energy (eV) = -8.6758

Last column: Löwdin charge in e.
Cartesian coordinates (Å):
P -1.9061 -0.0968 -0.7265  0.938
F -2.5263 -0.2329 0.8267  -0.386
N 0.6383 -1.5603 -0.0748  0.102
C -0.4185 0.8597 0.0350  -0.195
C -0.3214 -0.8100 -0.2240  -0.528
H -0.7184 1.1058 0.9580  -0.011
H 0.5169 -2.4903 -0.4340  0.046
H 0.3442 1.3083 -0.5218  0.034

A cluster of 12 separate species, C35H101N7O12 in total in a non-equilibrium geometry, computed with ωB97M-V/def2-TZVPD.

Computed properties:
- SMILES = COC[C@H](C)N.COC[C@H](C)N.COC[C@H](C)N.COC[C@H](C)N.COC[C@H](C)N.COC[C@H](C)N.COC[C@H](C)N.CCO.CCO.CO.CO.CO
- frontier orbital gap (eV) = 9.25
- E (eV) = -72926.427
- HOMO energy (eV) = -8.9220

Last column: Löwdin charge in e.
Cartesian coordinates (Å):
O 6.0578 2.1312 -2.3733  -0.177
O 4.6762 -2.8473 -2.1231  -0.101
O -0.3537 -0.9814 -1.2335  -0.246
O 3.4666 0.3377 1.7207  -0.141
O -5.5706 -2.7069 -0.9311  -0.212
O 1.8478 4.2067 0.8132  -0.151
O 1.7385 -4.8284 0.6814  -0.184
O -2.3036 5.8633 -0.2076  -0.186
O -3.6505 0.4328 2.5025  -0.225
O -1.0472 -5.1043 -5.6215  -0.104
O -1.3072 0.5791 -3.2875  -0.091
O -1.0947 0.4706 5.9212  -0.223
N 7.6318 0.0063 0.2108  0.027
N 1.0252 1.4688 1.1374  0.059
N -4.1389 -2.0466 5.1665  0.040
N 3.9407 -5.8428 -2.1619  0.045
N -0.8861 1.1215 3.2083  0.059
N -6.4872 -0.2338 -2.1091  0.040
N -5.7155 6.6116 1.0402  0.031
C -3.2674 -1.3825 4.2036  -0.437
C -0.9595 -0.0760 -4.5168  -0.306
C -2.2528 -2.3769 3.6671  -0.045
C 1.4863 1.5421 -1.2475  -0.032
C 3.2035 -2.6803 -3.9866  -0.065
C 4.9284 2.9723 -2.5258  -0.103
C -1.5744 1.7376 5.4517  -0.181
C 2.1415 4.5665 2.1325  -0.139
C -4.7919 -3.5174 0.0223  -0.070
C -1.2946 3.3695 3.5216  -0.057
C 4.0959 1.4747 2.1891  -0.205
C -0.5330 -4.3097 -4.5901  -0.174
C 6.1435 1.4547 -1.1083  -0.185
C -4.4768 6.6815 0.2493  -0.447
C -0.7997 2.1404 4.2121  -0.429
C -5.6792 -1.2143 -2.8720  -0.412
C -0.5975 -2.4005 -1.3371  -0.045
C 2.9164 -4.8904 -0.1191  -0.202
C -1.2270 4.8535 0.0758  -0.050
C -3.1948 0.2876 1.2080  -0.125
C 7.4140 0.5777 -1.1271  -0.417
C -4.2213 -0.7707 3.1551  -0.107
C -4.8937 -0.4701 -3.9826  -0.053
C 7.4888 -0.5575 -2.1903  -0.040
C 2.2315 -7.1447 -1.1193  -0.050
C -4.1956 8.1553 -0.0481  -0.064
C 0.4160 -0.6196 -0.0755  -0.129
C 1.8789 -3.9586 1.7752  -0.117
C 3.4323 -2.2913 -2.5539  -0.302
C -3.3354 5.9030 0.8165  -0.213
C -1.6843 0.0015 7.1361  -0.091
C 2.7290 -5.6858 -1.4315  -0.428
C 0.5171 0.0531 -4.6353  -0.102
C 0.5743 0.9462 -0.1710  -0.358
C -4.7733 -2.0565 -1.9540  -0.189
H -3.6478 4.8870 1.0580  0.115
H 2.4420 -3.0375 1.6251  0.081
H 3.1632 -3.7687 -4.0298  0.064
H -1.6196 -2.7784 4.4583  0.084
H 2.4002 0.9520 -1.3162  0.063
H -4.3901 -4.4220 -0.4344  0.086
H 1.3699 -1.1142 -0.2589  0.112
H -5.4266 0.3539 -4.4570  0.078
H -2.6320 1.6133 5.2188  0.127
H -5.0729 8.5669 -0.5471  0.073
H 2.4077 4.7143 0.2212  0.097
H -2.7466 -0.2169 7.0270  0.078
H -1.8575 1.0878 2.9337  0.043
H 3.5024 -1.2133 -2.4080  0.107
H 2.6182 0.5546 1.3273  0.002
H -1.4258 0.5319 8.0526  0.088
H 8.5134 -0.9293 -2.1933  0.070
H 3.0079 -7.6341 -0.5312  0.076
H -4.4457 -1.1846 -4.6732  0.075
H -5.3714 6.6857 1.9869  0.058
H 5.0010 3.6263 -3.3948  0.090
H 4.3106 -4.9980 -2.5738  0.041
H 2.6330 -2.6546 -1.9081  0.081
H 7.7097 0.7396 0.9010  0.060
H 1.9665 -5.1745 -2.0191  0.122
H 5.1518 1.2498 2.3394  0.075
H -2.5552 1.1119 0.8925  0.083
H 2.4487 5.6039 2.2647  0.089
H 4.8015 3.6300 -1.6658  0.075
H 3.0480 4.0420 2.4345  0.059
H 4.6792 -5.9192 -1.4772  0.076
H 4.0886 2.2378 1.4108  0.055
H 6.8161 -1.3639 -1.8980  0.053
H 4.0069 2.3906 -2.5505  0.067
H 0.5443 -4.2275 -4.7346  0.069
H 1.3227 4.2804 2.7926  0.069
H -4.0174 8.7417 0.8532  0.075
H -4.0340 0.3008 0.5126  0.089
H -3.3018 8.2928 -0.6568  0.072
H -0.6756 5.1444 0.9699  0.060
H 1.1772 2.4534 0.9717  0.031
H -4.0679 -1.4333 -1.4045  0.109
H 0.9236 -3.6880 2.2251  0.080
H -2.2926 3.3097 3.0874  0.087
H -2.6280 -0.6430 1.1807  0.078
H -0.4133 4.8230 -0.6489  0.076
H 7.3057 -0.2255 -3.2122  0.076
H 0.3183 -2.9829 -1.4378  0.077
H 0.8463 -0.3109 -5.6085  0.082
H -4.2786 -2.8033 -2.5751  0.122
H -1.4461 2.4742 6.2448  0.129
H -1.6587 3.8602 0.1981  0.075
H 2.0407 -7.6443 -2.0691  0.069
H -4.0748 0.0497 -3.4851  0.060
H -6.0821 0.6901 -2.1585  0.059
H -4.3792 -1.5361 2.3954  0.106
H -0.5883 3.6059 2.7258  0.043
H 1.2957 -7.1942 -0.5627  0.067
H 0.0026 -0.9381 0.8815  0.113
H -6.5364 -0.5960 -1.1675  0.051
H 0.3243 1.4271 1.8634  0.023
H -4.8290 -1.4248 5.5631  0.069
H -2.9795 6.2617 1.7823  0.123
H 5.2649 0.8574 -0.8649  0.117
H 4.9059 -2.4638 -1.2735  0.079
H -6.4060 -1.8900 -3.3231  0.126
H -1.2793 -2.6769 -0.5328  0.088
H -1.1890 -0.9646 7.2326  0.091
H -0.7347 0.2768 3.7410  0.082
H -5.1328 -0.4274 3.6444  0.125
H -0.9579 -3.3060 -4.5821  0.057
H -2.6966 -0.5858 4.6806  0.095
H -4.0451 -2.8702 0.4821  0.050
H -1.3650 0.4485 -5.3820  0.114
H 0.8550 1.0852 -4.5427  0.081
H 0.2393 2.2677 4.5162  0.148
H 3.6863 -5.3348 0.5116  0.126
H -0.4976 -5.8884 -5.6907  0.080
H 3.9512 -2.3421 -4.7040  0.088
H -0.8633 0.0728 -2.6032  0.014
H 0.9817 -0.4997 -3.8188  0.055
H 1.0570 1.4325 -2.2434  0.057
H 3.6495 1.9230 3.0768  0.069
H -4.7549 -2.5652 4.5568  0.065
H 3.3164 -3.8910 -0.2903  0.091
H 2.4658 -4.4844 2.5283  0.086
H 8.2463 1.2484 -1.3402  0.125
H -1.5670 -1.9866 2.9151  0.060
H 6.3050 2.1221 -0.2617  0.113
H 8.4363 -0.5931 0.3269  0.068
H -1.3848 4.2016 4.2198  0.089
H -4.6694 6.1590 -0.6877  0.135
H -5.4180 -3.8077 0.8660  0.080
H 2.2183 -2.3609 -4.3262  0.050
H -1.3147 -1.1037 -4.5924  0.088
H 1.7871 2.5676 -1.0335  0.067
H -2.8169 -3.1896 3.2096  0.078
H -0.3975 1.3605 -0.4392  0.118
H -1.1378 -2.5395 -2.2736  0.071
H -0.7035 -4.7726 -3.6181  0.075
H -6.4223 7.3317 0.9957  0.066

The ion C8H13N6 with charge +1 in a non-equilibrium geometry, computed with ωB97M-V/def2-TZVPD.

Computed properties:
- relative energy (zero: lowest compared OMol25 entry of this formula, charge and spin) (eV) = 2.0985
- SMILES = CC(/C=[NH+]\Nc1cnccn1)=C(N)N
- net charge = +1
- frontier orbital gap (eV) = 8.47
- E (eV) = -17439.371
- HOMO energy (eV) = -12.1302

Last column: Löwdin charge in e.
Cartesian coordinates (Å):
N -0.6602 -0.6099 -0.5689  0.007
N -2.7118 -1.4727 -1.2055  0.109
N 1.9202 3.3187 0.8637  0.200
N 0.0153 2.2584 0.1099  0.209
N 0.6201 -1.0617 -0.1779  0.006
N -3.2175 -2.8329 1.0441  0.082
C -1.8032 -1.3687 -0.2808  -0.306
C 1.7868 -0.2842 -0.1629  -0.015
C -3.8184 -2.2441 -1.1573  -0.113
C 2.0804 1.0410 0.0685  -0.158
C 1.3115 2.2451 0.3207  -0.342
C 3.6155 1.3790 0.1606  -0.053
C -2.1817 -2.0427 0.9294  -0.092
C -4.0260 -3.0127 -0.0686  -0.098
H 3.9958 1.5107 1.1337  0.061
H 2.5861 -0.9239 -0.1807  0.097
H 2.9324 3.3203 1.0534  0.129
H -0.3519 1.4352 -0.3429  0.085
H 1.2901 4.0980 0.8730  0.127
H -0.6116 3.0578 0.3156  0.161
H 4.1231 0.4436 -0.2334  0.104
H -4.3800 -2.2940 -2.0934  0.118
H 3.8786 2.2678 -0.4613  0.098
H -0.6666 -0.4710 -1.5913  0.152
H -1.5936 -2.0485 1.8505  0.110
H -4.9753 -3.5991 0.0791  0.130
H 0.8418 -2.1094 -0.2773  0.191

A cluster of 2 separate species, C4H14N2O in total in a non-equilibrium geometry, computed with ωB97M-V/def2-TZVPD.

Computed properties:
- relative energy (zero: lowest compared OMol25 entry of this formula, charge and spin) (eV) = 1.4934
- SMILES = NCCCCN.O
- frontier orbital gap (eV) = 10.09
- E (eV) = -9402.114
- HOMO energy (eV) = -9.2207

Last column: Löwdin charge in e.
Cartesian coordinates (Å):
O -0.2373 0.7652 -2.8961  -0.055
N -2.5476 -1.2990 0.2153  -0.016
N 1.8700 1.5965 -0.0731  -0.009
C 1.9724 0.1488 0.0878  -0.268
C -1.5388 -1.0599 1.2771  -0.269
C 0.9558 -0.4296 1.1286  -0.196
C -0.4930 0.0350 0.9519  -0.200
H -0.6762 0.9737 1.4772  0.109
H -1.0142 -1.9945 1.4550  0.095
H 1.3573 -0.1343 2.0801  0.100
H 1.7913 -0.2936 -0.8907  0.101
H 2.9271 -0.0686 0.5211  0.096
H 2.0569 2.2048 0.7067  0.066
H 0.9756 1.8659 -0.4532  0.041
H -2.5465 -0.4872 -0.4018  0.053
H -0.0509 0.6820 -1.9531  -0.022
H -2.0974 -0.8389 2.1885  0.098
H 0.9749 -1.5068 0.9811  0.099
H -2.2213 -2.0448 -0.3924  0.059
H -0.6943 0.3152 -0.0920  0.073
H 0.6480 0.9640 -3.2260  0.044

An isolated molecule of C20H33ClN2O4, computed with ωB97M-V/def2-TZVPD.

Computed properties:
- relative energy (zero: lowest compared OMol25 entry of this formula, charge and spin) (eV) = 0.0651
- SMILES = CN(CC1(O)CN(C(=O)C[C@@H]2C[C@@H](O)C2(C)C)C1)C(=O)C1(Cl)CCCCC1
- frontier orbital gap (eV) = 9.84
- E (eV) = -44968.433
- HOMO energy (eV) = -9.4284

Last column: Löwdin charge in e.
Cartesian coordinates (Å):
Cl -0.2904 -3.3950 0.8136  0.714
O 2.6838 1.5990 2.6601  -0.020
O -3.7682 -3.2600 0.4520  0.073
O -1.9296 -1.1441 -4.1057  0.006
O -0.9097 2.9843 -1.1762  0.079
N -2.7072 -2.2365 -1.2413  -0.074
N -0.5802 0.9160 -1.9862  -0.029
C 1.8229 1.9398 -0.0997  -0.234
C -1.4551 -2.0346 -1.9522  -0.105
C -1.7013 -2.2604 1.0970  -0.631
C 1.3659 2.2883 -1.5107  -0.057
C -0.2753 -0.4252 2.1408  -0.199
C -0.0075 -0.1231 -2.8406  -0.040
C 2.8781 2.5857 1.6601  -0.303
C -1.2601 -2.1959 3.6075  -0.206
C 4.0841 0.7067 0.2749  -0.031
C -1.4114 -0.7937 -2.8429  -0.432
C -0.1359 2.1301 -1.5705  -0.454
C 4.0843 3.0899 -0.5018  -0.039
C 3.3304 2.0216 0.2771  -0.463
C -3.8378 -2.6361 -2.0761  -0.019
C -2.7858 -2.6584 0.0639  -0.452
C -0.8509 -0.7305 3.5172  -0.193
C -1.9616 0.4999 -2.1943  -0.028
C 1.5148 2.9268 1.0445  -0.058
C -2.2365 -2.5679 2.4974  -0.205
C -1.2477 -0.8025 1.0267  -0.179
H 3.4773 3.4167 2.0475  0.147
H 3.5437 1.2821 2.9543  0.095
H 1.6032 3.3253 -1.7480  0.126
H 0.6522 2.7294 1.6770  0.111
H -1.7284 -0.0971 3.6904  0.118
H -0.3715 -2.8296 3.5446  0.096
H -0.6431 -1.9933 -1.2384  0.065
H 1.4566 0.9428 0.1644  0.136
H 0.2855 0.2390 -3.8313  0.131
H -3.1598 -1.9924 2.6111  0.132
H -2.5521 0.3808 -1.2871  0.118
H -0.8105 -0.5534 0.0632  0.081
H -1.2554 -2.8970 -2.5996  0.149
H -0.1227 -0.4821 4.2914  0.112
H 4.1877 0.3304 -0.7463  0.087
H -3.8224 -3.7126 -2.2689  0.103
H 0.8111 -0.6984 -2.4033  0.126
H 3.5693 4.0522 -0.4809  0.088
H -0.0296 0.6335 2.0547  0.091
H 4.2135 2.8007 -1.5473  0.086
H -2.5014 1.1433 -2.8964  0.136
H -2.1590 -0.1993 1.1207  0.142
H -1.9746 -0.3564 -4.6584  0.104
H -4.7682 -2.3978 -1.5692  0.093
H -3.7786 -2.1038 -3.0204  0.081
H 3.5592 -0.0489 0.8607  0.079
H 1.8610 1.6423 -2.2408  0.116
H 0.6623 -0.9724 2.0051  0.105
H 5.0775 3.2367 -0.0714  0.088
H -1.7289 -2.4067 4.5707  0.112
H 5.0932 0.8235 0.6810  0.087
H -2.5200 -3.6167 2.5470  0.115
H 1.4609 3.9555 0.6894  0.122